Record 1
The following is a DFT calculation (wB97M-V/def2-TZVPD) of a single C2H5NOS2 molecule in a non-equilibrium geometry.

As for the energy above the lowest of the compared OMol25 structures with the same formula, charge and spin: 180.6 kJ/mol. The HOMO-LUMO gap is 8.857 eV. Its multiplicity is 1.

```
11
Properties=species:S:1:pos:R:3:forces:R:3
C -0.271737 1.687115 -0.265966 -0.659 -0.051 -0.646
S -1.460692 0.403084 0.180802 -0.599 -0.082 0.193
C -0.559923 -0.974191 0.757048 0.526 0.200 0.085
S -1.156934 -2.035568 1.870061 -0.086 0.240 -0.261
N 0.717382 -1.123384 0.312577 -0.404 0.112 0.754
O 1.123228 -0.679202 -0.932781 0.588 0.461 0.829
H 0.036336 1.564237 -1.291580 0.284 -0.022 -0.173
H 0.563045 1.696436 0.393043 0.636 -0.014 0.501
H -0.818684 2.625555 -0.195779 -0.064 -0.029 0.197
H 1.182319 -1.931489 0.701089 0.330 -0.134 -0.333
H 0.645658 -1.232594 -1.528513 -0.552 -0.680 -1.146
```
Positions in Å, forces in eV/Å.

So, what does the Löwdin scheme give us? The charges, in e, come out as: -0.380, 0.873, -1.215, 0.589, -0.151, -0.028, 0.025, 0.036, 0.037, 0.118, 0.095

---

Record 2
The following is a DFT calculation (wB97M-V/def2-TZVPD) of a molecular structure, C28H30BrIrNO6.

The HOMO-LUMO gap is 6.676 eV. Its net charge is +1. Its multiplicity is 1.

```
67
Properties=species:S:1:pos:R:3:forces:R:3
Ir -0.583807 -0.619608 -0.337919 0.158 0.273 -0.104
C -3.817019 -0.811134 -0.018826 -0.053 -0.023 0.013
C -3.362687 0.615381 0.137469 -0.169 0.122 -0.077
O -2.250046 0.677805 1.031580 -0.043 -0.188 -0.011
C -2.633235 0.710043 2.407229 0.134 0.001 0.187
C -1.483100 0.184414 3.238203 -0.008 0.028 -0.273
O -1.178893 -1.077219 2.675137 -0.059 -0.201 0.337
C 0.135334 -1.537116 2.874911 -0.028 0.079 -0.254
C 0.267546 -2.754754 1.990659 0.064 0.072 0.001
O -0.236553 -2.499274 0.651607 -0.129 -0.137 0.139
C -1.243603 -3.428566 0.192486 -0.030 0.032 0.035
C -2.608900 -2.835445 0.395098 -0.011 -0.061 -0.029
O -2.663721 -1.606947 -0.339016 0.032 -0.142 -0.204
H -4.549161 -0.895476 -0.823649 -0.004 -0.008 0.003
H -4.261253 -1.203537 0.897927 -0.012 0.010 0.017
H -4.192155 1.233480 0.491283 0.086 0.050 0.038
H -3.013548 1.027694 -0.803803 -0.099 -0.048 0.069
H -3.512392 0.081695 2.574608 -0.003 -0.026 -0.062
H -2.882656 1.736880 2.685536 -0.005 0.009 0.011
H -1.768874 0.088572 4.290090 -0.042 0.062 -0.020
H -0.618092 0.849152 3.164538 0.008 -0.010 0.019
H 0.322360 -1.825236 3.915921 0.020 -0.033 -0.017
H 0.858285 -0.762960 2.597498 -0.008 0.015 0.010
H -0.316876 -3.572406 2.410312 0.003 -0.009 -0.022
H 1.308088 -3.064729 1.892066 0.001 0.000 0.047
H -1.156661 -4.371496 0.731411 0.052 0.017 0.006
H -1.041222 -3.606784 -0.859760 -0.010 -0.016 -0.008
H -2.774970 -2.630361 1.455257 -0.009 0.025 0.009
H -3.377406 -3.522286 0.030082 0.008 0.005 -0.015
C 0.360012 -3.641516 -3.138504 0.029 0.018 -0.006
C 1.678774 -3.904605 -2.632173 -0.004 0.001 -0.013
C 2.344064 -3.032250 -1.827308 0.008 -0.034 -0.068
C 1.708356 -1.825228 -1.444191 -0.018 -0.082 -0.007
C 0.396627 -1.485199 -1.993372 -0.041 0.089 0.405
C -0.257270 -2.482333 -2.832370 -0.054 -0.032 -0.012
C 2.205093 -0.909969 -0.513339 0.167 0.088 0.069
C 1.257548 -0.046790 0.017047 0.021 -0.061 -0.006
C 1.621628 1.117600 0.830629 -0.024 0.038 -0.018
C 2.958969 1.397098 1.145432 0.038 0.012 0.006
C 3.296357 2.547344 1.832583 0.007 -0.014 0.022
C 2.306786 3.442648 2.222662 -0.010 0.014 0.011
C 0.977556 3.179330 1.926212 0.027 0.018 -0.001
C 0.637902 2.027182 1.236901 0.115 -0.015 -0.031
H -0.104678 -4.370055 -3.788739 -0.014 0.009 -0.005
H 2.153177 -4.840890 -2.899913 -0.004 -0.004 -0.006
H 3.327073 -3.272197 -1.443357 0.003 0.011 0.001
H 0.444019 -0.532723 -2.530983 -0.054 -0.030 -0.087
H -1.230172 -2.239206 -3.243294 -0.001 -0.019 -0.015
H 3.260974 -0.899492 -0.269115 -0.041 0.018 0.013
H 3.748078 0.723031 0.840878 -0.014 0.024 0.000
H 4.333604 2.754759 2.058615 0.002 -0.003 0.001
H 2.575757 4.349108 2.748744 0.002 -0.001 0.001
H 0.206563 3.883101 2.212192 -0.004 -0.006 -0.011
H -0.397461 1.850570 0.986895 0.006 0.016 -0.006
Br 4.065412 2.201457 -3.436216 -0.020 0.012 -0.004
C 2.482624 3.060698 -2.863537 0.039 -0.002 0.000
C 2.424387 4.444901 -2.786097 -0.012 -0.011 0.004
N 1.344283 5.086540 -2.353548 -0.021 0.020 0.017
C 0.294244 4.366160 -1.973172 -0.004 0.000 -0.048
C 0.261493 2.976494 -2.025874 -0.093 -0.001 -0.018
C 1.385818 2.312471 -2.491971 -0.044 -0.028 0.014
C -0.914802 2.235866 -1.449738 0.402 0.037 0.426
O -1.779378 2.827817 -0.840174 -0.068 0.112 -0.148
O -0.857012 0.928960 -1.607416 -0.187 -0.100 -0.339
H 3.274702 5.049832 -3.077607 0.004 -0.005 -0.001
H -0.568622 4.905809 -1.603571 0.002 0.004 0.009
H 1.412711 1.233893 -2.541173 0.019 0.007 0.003
```
Positions in Å, forces in eV/Å.

So, what does the Löwdin scheme give us? The charges, in e, come out as: 1.423, -0.129, -0.165, -0.227, -0.134, -0.149, -0.158, -0.167, -0.097, -0.272, -0.125, -0.145, -0.228, 0.146, 0.126, 0.152, 0.104, 0.133, 0.148, 0.143, 0.117, 0.147, 0.118, 0.134, 0.142, 0.144, 0.111, 0.133, 0.151, -0.065, -0.012, -0.006, -0.194, -0.242, -0.061, -0.053, -0.194, -0.220, -0.013, -0.054, -0.050, -0.044, -0.053, 0.115, 0.120, 0.124, 0.115, 0.128, 0.118, 0.108, 0.112, 0.113, 0.118, 0.081, 0.751, -0.659, -0.170, 0.090, -0.064, -0.104, -0.056, -0.552, 0.083, -0.211, 0.108, 0.125, 0.091